44
Properties=species:S:1:pos:R:3 method="wB97M-V/def2-TZVPD" homo_lumo_gap_ev="4.7 / 4.7" e_lumo_ev="-5.918 / -6.029" charge=+1
Rh 0.2161 -0.9534 -1.3487
C 3.6122 1.5236 -5.3534
O 2.9419 1.1534 -4.1672
C 2.6285 2.0637 -3.2501
C 3.0312 3.3884 -3.2207
C 2.5446 4.2405 -2.2368
C 1.5886 3.8089 -1.3298
C 1.1466 2.4847 -1.3032
C 0.0703 2.1392 -0.4252
N -0.3673 0.9423 -0.2191
N -1.3227 0.6239 0.6163
C -1.9175 -0.5493 0.4108
O -1.6876 -1.2239 -0.6495
C -2.7801 -1.0846 1.4563
C -3.3458 -2.3541 1.2918
C -4.0869 -2.9153 2.3117
C -4.2677 -2.2187 3.4999
C -3.7171 -0.9536 3.6643
C -2.9734 -0.3842 2.6502
C 1.7608 1.5332 -2.2007
O 1.6059 0.2804 -2.1550
H 3.5451 0.6563 -6.0099
H 4.6619 1.7538 -5.1584
H 3.1281 2.3823 -5.8252
H 3.7205 3.7643 -3.9590
H 2.8910 5.2610 -2.1973
H 1.1744 4.5072 -0.6171
H -0.4339 2.9725 0.0630
H -3.1906 -2.8827 0.3630
H -4.5189 -3.8972 2.1869
H -4.8351 -2.6622 4.3031
H -3.8595 -0.4169 4.5895
H -2.5365 0.5947 2.7704
Br -0.7033 -2.5619 4.6537
C 0.0717 -2.3069 2.9552
C -0.1135 -3.2460 1.9462
C 0.4244 -2.9874 0.7002
N 1.1156 -1.8730 0.4269
C 1.3408 -1.0029 1.4199
C 0.8333 -1.1725 2.6929
H -0.6819 -4.1445 2.1229
H 0.3137 -3.7035 -0.1070
H 1.9549 -0.1442 1.1799
H 1.0173 -0.4354 3.4582